i) This record from OMol25 describes one molecule with the formula C17H31F3O. The level of theory is ωB97M-V with the def2-TZVPD basis set.

Each line ends with the Mulliken charge.
Atoms and positions in Å:
H (-3.414, -0.551, -5.470)  0.407
C (0.845, 1.833, 3.519)  -0.475
H (-1.387, 0.625, -5.336)  0.480
H (-0.216, 1.906, 3.771)  0.398
H (-0.679, 0.266, 1.968)  0.359
H (-1.489, -0.957, -0.150)  0.106
H (-2.717, -2.609, -4.215)  0.354
H (-1.477, -3.292, -2.110)  0.527
C (0.442, -2.185, 1.466)  -1.142
H (0.969, 3.555, 4.814)  0.300
H (-4.354, -2.045, -3.906)  0.325
H (1.234, 0.949, 4.025)  0.240
H (-0.875, -1.676, -2.448)  -0.193
H (3.343, 3.700, 5.087)  0.353
C (0.959, 1.664, 2.004)  -0.746
H (-3.727, -2.470, -1.737)  0.609
H (1.701, 3.795, 3.233)  0.368
H (1.432, -0.874, 2.826)  0.353
C (-1.010, 0.525, -3.298)  0.331
C (-3.025, -1.798, -2.236)  -0.755
H (0.149, 0.475, 0.420)  -0.322
C (1.146, -0.862, 1.772)  -0.438
H (2.821, 2.064, 5.481)  0.296
C (-1.609, -2.235, -1.864)  -0.348
H (4.076, 2.897, 2.823)  0.289
H (0.475, 2.519, 1.525)  0.360
H (4.930, 2.100, 4.145)  0.363
F (1.032, 1.012, -2.111)  -0.224
C (-3.021, -0.486, -4.454)  -0.776
F (0.977, 1.466, -4.221)  -0.299
O (-1.634, 1.038, -2.416)  -0.519
C (-1.320, -2.009, -0.383)  -0.579
H (0.244, -3.458, -0.264)  0.517
C (0.300, 0.379, 1.495)  0.124
H (3.645, 1.249, 3.293)  0.188
H (2.006, 1.669, 1.701)  0.264
H (-0.932, -0.988, -4.806)  0.397
C (3.960, 2.220, 3.667)  -1.005
C (0.110, -2.402, -0.016)  -0.488
H (-0.476, -2.249, 2.055)  0.415
H (-2.021, -2.597, 0.214)  0.380
H (1.098, -2.992, 1.801)  0.346
F (1.129, -0.577, -3.561)  -0.270
H (-3.206, -0.795, -1.848)  0.317
C (1.579, 3.075, 4.045)  -0.756
C (-1.538, -0.118, -4.543)  -0.727
C (-3.299, -1.813, -3.745)  -0.834
C (0.552, 0.603, -3.282)  0.934
H (-3.551, 0.317, -3.939)  0.305
H (0.812, -1.835, -0.631)  0.130
C (2.947, 2.775, 4.660)  -0.496
H (2.066, -0.803, 1.184)  0.257

Output
- HOMO level (eV) = -10.385
- structure (SMILES) = CCCCCCCCCCCCCCCC(=O)C(F)(F)F
- gap between HOMO and LUMO (eV) = 10.97



ii) This record from OMol25 describes one molecule with the formula C17H31F3O. The level of theory is ωB97M-V with the def2-TZVPD basis set.

Each line ends with the Mulliken charge.
Atoms and positions in Å:
H (-0.580, 7.333, 0.665)  0.370
H (0.429, 1.338, 2.803)  0.303
C (0.595, -3.215, -2.623)  -0.918
C (0.023, -4.376, -1.805)  -0.800
C (0.115, 5.760, 1.975)  -0.181
H (-1.557, -4.948, -0.478)  0.391
H (0.892, -0.707, 1.370)  0.312
C (0.626, 3.936, 3.693)  -0.908
H (2.541, 1.753, 0.641)  0.347
H (0.253, 2.350, 1.369)  0.263
C (-0.996, 6.572, 1.321)  -1.370
H (2.756, -2.748, -1.110)  0.309
C (1.915, -2.180, -0.703)  -0.452
H (0.725, 5.301, 1.196)  0.255
C (1.396, -0.068, 0.641)  -0.421
H (2.755, 0.765, 2.084)  0.373
H (-3.287, -3.347, -1.373)  0.503
H (-0.088, -2.963, -3.436)  0.346
H (1.188, 4.665, 4.283)  0.367
C (-0.448, 4.679, 2.897)  -0.615
O (-2.647, -5.978, -2.685)  -0.527
H (-0.159, -5.216, -2.479)  0.471
H (3.255, -1.133, 0.600)  0.359
C (1.616, 3.130, 2.850)  -0.599
C (-1.269, -4.063, -1.048)  -0.804
F (-4.882, -3.617, -3.452)  -0.276
H (-2.159, -2.842, -2.618)  0.274
C (-2.427, -3.677, -1.967)  -0.909
C (-3.864, -4.344, -3.945)  0.950
H (-1.643, 5.926, 0.730)  0.342
H (0.758, 6.426, 2.554)  0.277
F (-4.388, -5.351, -4.636)  -0.252
C (2.454, -0.883, -0.101)  -0.926
H (-0.026, -1.546, -1.400)  0.053
H (1.465, -2.778, 0.092)  0.263
H (2.891, -0.270, -0.892)  0.323
C (0.972, 1.969, 2.096)  -0.445
F (-3.213, -3.551, -4.813)  -0.259
C (0.897, -1.949, -1.819)  -0.367
H (-1.097, -3.250, -0.342)  0.393
H (2.382, 2.728, 3.518)  0.413
H (2.120, 3.789, 2.140)  0.268
H (-1.131, 5.150, 3.608)  0.434
H (-1.032, 3.969, 2.309)  0.247
C (2.015, 1.126, 1.365)  -0.872
H (1.522, -3.562, -3.085)  0.411
H (1.296, -1.200, -2.507)  0.475
C (-2.905, -4.818, -2.805)  0.465
H (0.133, 3.258, 4.393)  0.352
H (0.769, -4.702, -1.080)  0.379
H (-1.605, 7.066, 2.075)  0.331
H (0.645, 0.293, -0.064)  0.279

Output
- HOMO level (eV) = -10.583
- structure (SMILES) = CCCCCCCCCCCCCCCC(=O)C(F)(F)F
- gap between HOMO and LUMO (eV) = 11.23



Quick one: least stable of them? i)